1.
This record from the OMol25 dataset describes a cluster of 4 separate species, H10NO3 in total. The level of theory is ωB97M-V/def2-TZVPD.

Calculated values
* highest occupied orbital energy: -16.01 eV
* orbital gap: 12.926 eV
* net charge: +1
* relative energy (zero: lowest compared OMol25 entry of this formula, charge and spin): 0.195 eV
* DFT total energy: -7789.48287 eV
* F_max: 1.65 eV/A

```
14
H10NO3, DFT ωB97M-V/def2-TZVPD
N -0.64 0.31 0.23
H 0.12 0.61 0.86
H -1.39 1.00 0.27
H -0.25 0.35 -0.74
H -0.81 -0.71 0.38
H 1.80 2.49 0.59
H 2.13 1.95 1.99
O 1.50 1.89 1.27
H -1.05 -3.12 0.82
H -2.36 -2.44 1.27
O -1.53 -2.29 0.78
H 0.41 -0.57 -2.96
H 1.49 0.41 -2.46
O 0.58 0.11 -2.31
```

natural (NBO) population analysis, charges in e, atoms 1 to 2: number 1, N, carries -0.93; number 2, H, carries 0.46

---

2.
This record from the OMol25 dataset describes a structure of composition C8H24N2O5V. The level of theory is ωB97M-V/def2-TZVPD.

Calculated values
* multiplicity: 2
* highest occupied orbital energy (alpha / beta): -4.51 / -5.40 eV
* orbital gap (alpha / beta): 4.848 / 5.673 eV
* relative energy (zero: lowest compared OMol25 entry of this formula, charge and spin): 19.283 eV
* DFT total energy: -47570.92183 eV
* F_max: 19.32 eV/A

```
40
C8H24N2O5V, DFT ωB97M-V/def2-TZVPD
O -17.88 -24.30 26.22
V -18.79 -25.36 27.04
O -19.90 -24.29 26.84
H -20.82 -24.32 27.16
O -17.39 -26.20 27.15
H -17.21 -26.06 28.10
C -19.76 -24.19 24.56
C -19.98 -25.60 25.16
C -20.65 -26.69 24.29
O -20.64 -27.88 25.04
C -21.02 -28.98 24.32
N -18.69 -26.11 25.61
H -20.69 -23.65 24.42
H -19.31 -24.33 23.57
H -19.10 -23.54 25.14
H -20.57 -25.64 26.07
H -20.16 -26.79 23.32
H -21.69 -26.39 24.16
H -21.78 -28.89 23.55
H -21.32 -29.78 25.00
H -20.20 -29.34 23.70
H -18.80 -27.11 25.68
H -18.03 -26.09 24.84
C -18.12 -24.51 30.75
C -18.27 -25.24 29.37
C -19.60 -26.01 29.21
O -19.76 -26.31 27.83
C -21.02 -26.95 27.63
N -18.09 -24.19 28.37
H -18.10 -25.24 31.56
H -18.97 -23.89 31.03
H -17.27 -23.85 30.93
H -17.42 -25.91 29.28
H -20.46 -25.42 29.53
H -19.61 -26.93 29.80
H -21.19 -27.22 26.59
H -21.77 -26.16 27.72
H -21.31 -27.69 28.37
H -17.11 -23.98 28.52
H -18.51 -23.34 28.70
```

natural (NBO) population analysis, charges in e, atoms 1 to 2: number 1, O, carries -0.72; number 2, V, carries 0.45

---

3.
This record from the OMol25 dataset describes the ion C3H6NOS with charge -1. The level of theory is ωB97M-V/def2-TZVPD.

Calculated values
* SMILES string: O=CNCC[S-]
* highest occupied orbital energy: -2.59 eV
* orbital gap: 6.610 eV
* net charge: -1
* relative energy (zero: lowest compared OMol25 entry of this formula, charge and spin): 2.148 eV
* DFT total energy: -17580.91772 eV
* F_max: 6.91 eV/A

```
12
C3H6NOS, DFT ωB97M-V/def2-TZVPD
O 0.20 0.75 -2.81
C 0.51 0.24 -1.66
N -0.46 -0.31 -0.84
C -0.08 -0.88 0.40
C -0.27 0.33 1.35
S 1.27 1.40 1.54
H 1.53 0.51 -1.09
H -1.35 -0.19 -1.08
H 0.89 -1.41 0.27
H -0.82 -1.70 0.64
H -0.46 0.13 2.41
H -0.95 1.13 0.86
```

natural (NBO) population analysis, charges in e, atoms 1 to 2: number 1, O, carries -0.70; number 2, C, carries 0.48